(1)
63
Properties=species:S:1:pos:R:3:nbo_charge:R:1 method="wB97M-V/def2-TZVPD" homo_energy_ev=-14.851 e_tot_ha=-1967.55930 total_charge=+3 de_lowest_ev=1.353 largest_force_ha_per_bohr=0.057 spin_multiplicity=1
Zr 1.564 -0.453 0.460 2.18
S 1.752 -2.144 -1.519 0.05
O 3.511 0.015 0.085 -0.66
O 3.054 -1.518 1.550 -0.64
O 0.282 -1.004 1.937 -0.71
N -2.142 5.131 -1.798 -0.35
N 1.148 -4.006 0.293 -0.47
N -0.341 -2.173 0.142 -0.73
N -0.508 5.349 -3.322 -0.51
N 0.593 1.145 -0.474 -0.73
N 2.431 1.078 2.297 -0.84
C 0.846 -2.902 -0.311 0.25
C -1.283 -2.753 2.376 -0.18
C -3.417 8.201 -3.333 -0.20
C -0.477 -1.954 1.552 0.71
C -1.973 -3.882 1.858 -0.16
C -1.338 7.469 -4.410 -0.28
C -3.439 7.159 -2.462 -0.16
C 1.210 1.717 -1.560 0.06
C -2.082 -3.261 4.596 -0.21
C -1.364 -2.445 3.758 -0.09
C -0.445 3.446 -1.710 0.09
C 3.663 -0.444 1.279 0.75
C 0.740 2.826 -2.180 -0.23
C -1.015 4.609 -2.272 0.25
C 2.357 -4.837 0.048 -0.23
C -2.731 -4.382 4.075 -0.03
C -1.357 6.395 -3.515 0.25
C -2.375 8.354 -4.295 -0.11
C 2.061 -6.288 0.397 -0.42
C -2.379 6.229 -2.544 0.07
C -0.555 1.753 -0.011 0.04
C -2.682 -4.689 2.708 -0.20
C 0.982 -6.914 -0.483 -0.62
C -1.086 2.851 -0.588 -0.21
C 3.854 0.576 2.368 -0.30
H 4.577 1.337 2.103 0.26
H -3.210 -5.553 2.328 0.27
H -4.229 7.032 -1.735 0.25
H 2.636 -4.726 -0.997 0.24
H -0.856 -1.568 4.138 0.25
H -1.022 1.302 0.855 0.22
H 2.998 -6.834 0.282 0.26
H 2.113 1.237 -1.913 0.23
H -2.407 9.207 -4.960 0.24
H -1.959 -4.116 0.799 0.22
H -1.992 3.302 -0.206 0.29
H 1.283 -6.919 -1.532 0.23
H 0.802 -7.947 -0.188 0.26
H 0.023 -6.387 -0.410 0.18
H 3.156 -4.428 0.667 0.24
H 0.323 5.169 -3.860 0.43
H 0.505 -4.369 0.992 0.43
H -4.207 8.940 -3.303 0.25
H 1.797 -6.359 1.458 0.21
H -3.292 -5.027 4.740 0.26
H 1.286 3.212 -3.029 0.25
H -0.557 7.598 -5.147 0.24
H -1.183 -2.475 -0.339 0.46
H -2.148 -3.037 5.653 0.27
H 4.094 0.122 3.320 0.26
H 2.429 2.072 2.091 0.43
H 1.984 0.963 3.201 0.42

***

(2)
61
Properties=species:S:1:pos:R:3:nbo_charge:R:1 method="wB97M-V/def2-TZVPD" homo_energy_ev=-3.265 e_tot_ha=-2082.73445 total_charge=-1 de_lowest_ev=0.179 largest_force_ha_per_bohr=0.021 spin_multiplicity=1
P 1.035 1.460 2.834 0.35
Al 0.611 2.647 0.812 1.03
F -2.773 3.352 3.367 -0.30
F 7.308 -3.609 2.440 -0.34
F 0.971 -3.060 -5.844 -0.32
F -3.045 -0.296 -0.804 -0.32
O 2.582 2.049 3.353 -1.00
N -0.203 1.363 -0.362 -1.38
C 5.679 -2.205 1.462 -0.29
C 4.988 -1.299 3.997 -0.20
C -4.864 1.669 5.786 -0.19
C 1.104 -2.144 -6.820 0.40
C 6.326 -2.687 2.585 0.38
C -2.758 -1.223 -1.729 0.41
C -2.186 -3.141 -3.628 -0.24
C 4.324 -0.807 2.881 -0.22
C 0.796 -0.822 -6.556 -0.28
C -1.620 -1.085 -2.506 -0.29
C 4.669 -1.263 1.614 -0.19
C -3.674 3.151 4.334 0.41
C 1.546 -2.548 -8.067 -0.29
C -3.928 1.865 4.779 -0.28
C -3.326 -3.261 -2.844 -0.20
C 0.939 0.120 -7.565 -0.19
C -0.258 1.906 4.129 -0.94
C -1.334 -2.056 -3.457 -0.19
C 1.377 -0.270 -8.825 -0.23
C -5.278 4.039 5.870 -0.20
C -3.613 -2.299 -1.885 -0.29
C -4.337 4.242 4.870 -0.29
C 5.993 -2.249 3.852 -0.30
C -5.540 2.755 6.330 -0.24
C 1.677 -1.603 -9.075 -0.20
H -3.400 1.031 4.339 0.24
H 4.150 -0.882 0.745 0.23
H -5.065 0.669 6.146 0.21
H 0.401 0.549 -0.308 0.35
H -1.197 1.445 3.827 0.22
H 2.015 -1.908 -10.057 0.21
H -4.113 5.235 4.504 0.23
H -3.992 -4.104 -2.979 0.21
H -1.121 1.105 -0.025 0.35
H 6.515 -2.650 4.713 0.22
H -0.969 -0.228 -2.363 0.27
H 0.020 1.455 5.093 0.20
H 1.783 -3.590 -8.240 0.22
H -0.446 -1.967 -4.064 0.21
H -5.807 4.884 6.290 0.21
H 0.708 1.158 -7.368 0.22
H -4.493 -2.378 -1.259 0.22
H -6.272 2.598 7.113 0.21
H 5.966 -2.566 0.482 0.22
H -0.263 3.966 1.030 -0.42
H 0.449 -0.537 -5.571 0.24
H -0.403 2.991 4.211 0.21
H -1.961 -3.894 -4.374 0.21
H 1.484 0.466 -9.611 0.21
H 3.539 -0.069 2.995 0.27
H 2.505 2.454 4.214 0.46
H 4.723 -0.943 4.984 0.21
H 2.053 3.020 0.202 -0.41

***

(3)
65
Properties=species:S:1:pos:R:3:nbo_charge:R:1 method="wB97M-V/def2-TZVPD" homo_energy_ev=-10.430 e_tot_ha=-2244.28634 total_charge=+1 de_lowest_ev=0.313 largest_force_ha_per_bohr=0.064 spin_multiplicity=1
P 2.746 -0.487 1.306 2.64
Al 0.057 0.078 0.029 1.83
O 3.719 -1.461 0.540 -0.84
O -3.868 -5.312 -1.144 -0.70
O -3.810 -5.390 1.120 -0.69
O 2.014 -1.019 2.455 -1.13
O 3.580 0.776 1.680 -0.83
O -1.648 2.728 0.046 -0.31
O 1.706 0.000 0.167 -1.28
N -0.240 -0.116 -1.917 -0.61
N -1.111 -1.435 0.017 -0.67
N -0.555 0.058 1.942 -0.63
C 3.229 2.800 0.418 -0.63
C -2.229 -3.128 -1.202 -0.21
C 4.500 -3.378 -0.592 -0.62
C -1.107 -1.111 2.320 0.29
C -1.549 -1.927 1.187 0.16
C -2.606 -3.699 0.006 0.01
C -0.671 -0.619 4.613 -0.09
C 5.342 2.351 1.690 -0.62
C 3.688 -3.547 1.773 -0.65
C 2.054 -3.119 -0.094 -0.64
C -2.312 -3.084 1.216 -0.19
C 4.832 1.056 -0.404 -0.64
C -1.205 -1.470 3.658 -0.21
C 4.246 1.733 0.826 0.28
C -1.453 -1.979 -1.162 0.24
C -0.696 -0.618 -4.594 -0.09
C 0.240 0.707 -2.846 0.08
C -1.176 -1.491 -3.632 -0.20
C 3.472 -2.877 0.421 0.28
C -0.832 1.946 -0.003 0.58
C -0.092 0.577 4.212 -0.20
C 0.026 0.504 -4.195 -0.23
C -0.061 0.877 2.862 0.10
C -0.940 -1.208 -2.290 0.20
C -3.566 -5.016 -0.006 0.77
H 0.382 1.791 2.489 0.21
H 5.536 0.283 -0.108 0.23
H 4.386 -2.861 -1.540 0.21
H 0.409 1.203 -4.920 0.25
H -1.661 -2.404 3.947 0.25
H 4.372 -4.444 -0.749 0.22
H -2.671 -3.536 2.128 0.27
H 4.039 0.596 -0.989 0.21
H -0.692 -0.893 5.656 0.25
H 4.708 -3.376 2.106 0.22
H 5.876 3.116 1.134 0.22
H 3.727 3.578 -0.153 0.23
H 1.329 -2.776 0.643 0.21
H 4.908 2.799 2.578 0.22
H 6.047 1.588 2.005 0.23
H -0.882 -0.804 -5.640 0.25
H 1.893 -2.577 -1.028 0.20
H 5.347 1.789 -1.019 0.23
H 5.503 -3.198 -0.217 0.22
H 3.009 -3.131 2.511 0.24
H 2.780 3.246 1.303 0.21
H 1.910 -4.182 -0.271 0.24
H -1.729 -2.372 -3.915 0.26
H 0.808 1.550 -2.472 0.21
H -2.533 -3.613 -2.117 0.27
H 2.442 2.361 -0.192 0.19
H 0.346 1.252 4.928 0.25
H 3.520 -4.616 1.691 0.22

***

(4)
78
Properties=species:S:1:pos:R:3:lowdin_spin:R:1 method="wB97M-V/def2-TZVPD" homo_energy_ev="-2.035 / -3.171" e_tot_ha=-6309.35795 total_charge=-2 de_lowest_ev=3.316 largest_force_ha_per_bohr=0.060 spin_multiplicity=2
Rb -1.053 -1.669 -0.273 0.00
As 0.039 -4.852 -0.881 0.00
Cl -2.807 -3.896 4.565 0.00
Cl -1.093 -2.645 2.588 0.00
S 1.006 0.157 3.199 0.00
S -1.296 2.149 0.974 0.00
F -0.649 -4.916 -2.484 0.00
F -0.458 -6.557 -0.625 0.00
F -1.525 -4.342 -0.226 0.00
F 0.559 -3.212 -1.111 0.00
F 1.582 -5.489 -1.492 0.00
F 0.723 -4.852 0.755 0.00
O -4.347 -1.531 1.613 0.00
O -0.160 2.294 -0.103 0.05
O -0.885 2.902 2.138 0.01
O -3.538 -0.685 -0.280 0.00
N 3.539 -0.848 2.956 0.00
N 3.046 -0.002 4.916 0.00
N 0.526 -1.048 -4.166 0.00
N 1.801 -0.688 -4.058 0.00
N 1.091 1.444 -3.010 0.22
N 2.989 -0.501 0.735 0.00
N -1.666 0.683 1.060 0.00
N 0.623 0.935 -1.889 0.38
C 0.504 -2.359 -4.361 0.00
C 4.642 -0.980 3.768 0.00
C -2.586 -3.527 2.858 0.00
C 3.694 -3.095 0.060 0.00
C 1.805 -2.872 -4.388 0.00
C 3.220 -2.213 -0.899 0.00
C 4.340 -0.460 4.976 0.00
C -3.651 -0.740 0.953 0.00
C -3.035 5.484 -0.446 0.00
C 3.809 -2.660 1.371 0.00
C -2.859 0.320 1.776 0.00
C -4.111 5.045 -1.211 0.00
C 2.600 -1.757 -4.198 0.00
C 2.866 -0.927 -0.510 0.00
C -0.443 1.761 -1.447 0.09
C 2.253 0.516 5.989 0.00
C -4.935 6.032 -1.987 0.00
C -2.534 3.225 0.178 0.00
C 3.438 -1.348 1.643 0.00
C 2.531 -0.233 3.662 0.00
C -4.380 3.683 -1.263 0.00
C -0.546 2.849 -2.463 0.15
C -3.596 2.765 -0.576 0.00
C 0.426 2.567 -3.370 0.02
C -2.258 4.577 0.248 0.00
B 2.220 0.774 -3.811 0.02
H 2.469 -0.211 -1.215 0.00
H -3.801 1.707 -0.637 0.00
H 0.692 3.087 -4.271 0.00
H -3.523 1.187 1.920 0.00
H -1.369 1.181 -1.306 0.03
H -5.212 3.332 -1.855 0.00
H 2.330 1.355 -4.860 0.00
H -0.435 -2.872 -4.494 0.00
H 1.564 -0.249 6.357 0.00
H 4.147 -3.314 2.161 0.00
H 1.653 1.344 5.609 0.00
H 4.933 -0.369 5.865 0.00
H -2.623 -0.090 2.766 0.00
H -2.806 6.541 -0.404 0.00
H 3.672 -1.666 -4.165 0.00
H 2.902 0.850 6.796 0.00
H -2.539 -4.475 2.322 0.00
H 2.119 -3.892 -4.522 0.00
H 3.948 -4.111 -0.205 0.00
H -1.406 4.886 0.832 0.00
H 3.239 0.794 -3.175 0.01
H -3.422 -2.893 2.527 0.00
H -1.233 3.670 -2.418 0.01
H 5.557 -1.394 3.398 0.00
H -5.804 5.548 -2.424 0.00
H -5.274 6.843 -1.345 0.00
H -4.340 6.469 -2.789 0.00
H 3.099 -2.515 -1.927 0.00